Here is a 2-piece molecular cluster, C3H7N2O overall from OMol25. Energies are from ωB97M-V/def2-TZVPD.

XYZ file:
```
13
Properties=species:S:1:pos:R:3:lowdin_charge:R:1
C 1.496 -0.004 -0.779 -0.1852
C 0.056 -0.404 -1.140 -0.1730
C 0.274 0.599 0.001 -0.6285
N 0.060 0.637 1.305 -0.1230
N -2.852 -0.569 3.102 -0.0141
O -4.040 -0.251 2.831 -0.1648
H 2.207 -0.596 -0.192 0.0726
H 1.934 0.636 -1.419 0.0036
H -0.280 -0.047 -2.021 0.0179
H -0.179 -1.438 -0.837 0.0772
H 0.118 1.695 -0.501 0.1263
H 0.099 -0.195 1.881 -0.0809
H -2.095 -0.270 2.285 0.0721
```

- Orbital gap (spin up / spin down): 4.58 / 4.56 eV
- Net charge: -1
- Total energy: -303.05594 Ha
- LUMO (spin up / spin down): 3.06 / 3.04 eV
- M: 87.10 u



Here is a 2-piece molecular cluster, C3H7N2O overall from OMol25. Energies are from ωB97M-V/def2-TZVPD.

XYZ file:
```
13
Properties=species:S:1:pos:R:3:lowdin_charge:R:1
C 0.903 0.654 -0.133 0.0085
C 0.174 1.823 -0.131 -0.0153
C -2.054 -1.323 0.314 -0.0502
N 1.858 0.014 0.177 0.0857
N -0.989 -1.082 -0.296 0.0417
O 2.544 -1.033 0.127 0.1999
H 0.327 2.636 0.606 0.1374
H -0.903 1.454 -0.093 0.1237
H 0.354 2.304 -1.102 0.1219
H -2.587 -2.267 0.116 0.0885
H 3.410 -0.885 0.340 0.1185
H -2.437 -0.785 1.172 0.0780
H -0.601 -1.510 -1.097 0.0619
```

- Orbital gap: 9.04 eV
- Net charge: +1
- Total energy: -302.82325 Ha
- LUMO: -4.85 eV
- M: 87.10 u



Which of these has the highest net charge? number 2



What is the formula in the second record? C3H7N2O